A structure of composition C25H40Cl4LuN3O3Si, computed with ωB97M-V/def2-TZVPD.

Geometry as XYZ:
```
77
Properties=species:S:1:pos:R:3:forces:R:3:mulliken_charge:R:1
Lu 1.7505 0.0829 0.9157 0.9571 -0.1614 -1.8674 0.500
Cl -1.2635 -1.9788 -2.6038 0.2226 -1.3686 -0.2706 -0.333
Cl 2.9695 -0.6500 2.8836 0.3098 -0.2573 0.7379 -0.637
Cl -2.0257 3.4250 6.8116 -0.1575 0.6402 0.0763 -0.223
Cl 3.5718 1.6840 -0.2360 -0.3700 0.1414 1.0459 -0.586
Si -1.9568 -0.1328 -2.1055 3.6328 1.9664 0.6518 0.879
O 0.4012 -1.7575 1.1448 -0.5838 -0.7940 1.5069 -0.490
O 1.6544 -0.4202 -1.0160 -1.4118 0.3472 0.6842 0.198
O 0.2892 1.6420 1.1161 0.2554 2.4160 0.8930 -0.251
N -0.3017 3.7897 1.4876 0.0812 -0.0634 -0.0800 0.314
N -0.3915 0.2873 5.0576 0.2256 0.2233 -0.3858 -0.194
N -0.7635 -3.3670 2.2523 -0.2037 -0.3534 -0.1207 0.209
C 1.5278 0.4526 -3.3732 0.2055 0.3016 -0.1187 0.405
C 2.2968 -2.1773 -3.9536 0.3581 -0.1226 0.4468 0.062
C -1.0825 -4.0600 0.9954 -0.0459 -0.0080 -0.3316 -0.799
C 1.7760 2.5630 -4.6196 -0.7915 -0.3565 -0.3459 -0.822
C -0.4891 -0.6579 5.9860 -0.8685 0.1583 0.8042 -0.110
C 2.4459 -3.5520 -4.4766 0.2121 -1.2382 -0.4329 -1.447
C -1.3916 -3.8423 3.4915 0.0651 0.1873 0.4337 -0.810
C -0.0007 -2.2862 2.2231 0.6274 0.8605 -0.9288 0.121
C -0.9124 1.5020 -1.9689 0.7611 -0.3649 0.3583 -0.457
C -2.1690 -0.4699 -0.2779 -0.9082 -0.1916 0.1708 0.038
C -1.6142 0.8528 7.4997 0.4969 -0.3007 -0.5454 -0.313
C 2.2021 -0.4034 -2.2635 1.3806 -0.4337 -0.4166 -0.196
C 2.4342 -1.8575 -2.6540 -0.2392 0.8764 -2.4370 0.338
C -2.9868 0.4025 -3.4992 -1.1496 -0.0622 -0.0014 -1.169
C 2.8817 -2.8445 -1.6331 -0.5939 -0.5986 0.1179 -1.449
C 0.5413 0.0340 -4.2827 -0.4792 0.1542 -0.2929 0.156
C 0.1593 0.8382 -5.3747 0.4872 0.4517 0.7030 -1.527
C -1.4406 1.8491 6.5292 0.3377 -1.2949 -0.6284 0.274
C -0.8279 1.5275 5.2969 -0.2138 -0.7006 1.6330 -0.441
C -1.1196 -0.4297 7.2349 0.5213 0.2335 -0.7216 -0.675
C 2.0832 1.7368 -3.5321 0.2212 0.1942 0.1473 -0.241
C 0.7851 2.0864 -5.5243 0.4974 0.4962 -0.1034 -0.520
C 0.6208 2.8733 1.2925 -0.6966 -1.8306 0.2206 -0.070
C -1.6962 3.3857 1.6550 0.2442 -0.0437 -0.1119 -0.554
C 0.0150 5.2069 1.3640 0.6414 0.2709 -0.2370 -0.892
H -0.4924 1.9749 -2.8746 -0.3567 -0.4862 0.2683 0.437
H -1.7222 -1.4293 0.0601 -0.3012 0.8033 -0.5499 -0.751
H -0.1700 -4.2025 0.3911 -0.4562 0.2973 0.2297 0.229
H 3.5194 -3.8598 -4.4132 -0.6691 0.0157 -0.4753 0.292
H 2.0567 -3.5569 -5.5228 0.6299 -0.3826 0.6603 0.363
H -3.2538 -0.5492 -0.2301 -0.4074 -0.0784 0.9227 0.585
H -2.0918 1.0937 8.4398 -0.0177 -0.0088 -0.0207 0.419
H -0.6506 -4.1564 4.2465 -0.1750 0.2536 -0.3449 0.299
H 1.6792 3.1547 1.3791 -0.1832 0.1403 -0.5125 0.452
H 2.8784 -2.3919 -0.6423 0.2180 -0.1478 -0.0449 0.095
H -1.8457 -3.5104 0.4158 0.4750 -0.1911 0.1572 0.319
H 0.5178 2.7234 -6.3715 0.0501 -0.2200 0.1735 0.351
H -2.0023 -4.7162 3.2665 0.0941 0.1300 -0.0712 0.276
H 3.2184 0.0527 -2.1731 -0.4717 -0.1141 -0.0842 0.499
H 2.2849 3.5569 -4.7815 -0.7508 -1.2529 0.2774 0.344
H -1.1614 -1.2435 7.9637 -0.1369 0.4039 -0.1983 0.362
H -0.8575 5.7843 1.6633 0.1999 0.0165 0.0229 0.284
H -0.0876 1.4175 -1.2206 -0.7018 0.1035 -0.6562 -0.581
H -1.8006 2.7776 2.5565 -0.0058 -0.0046 -0.1377 0.160
H -0.6442 2.2967 4.5620 -0.0848 -0.0049 -0.1947 0.496
H 2.1560 -3.6801 -1.6112 0.2685 0.1869 0.1209 0.215
H -2.0598 -3.0782 3.9256 0.3495 -0.2503 -0.1801 0.340
H -0.6218 0.5053 -6.0872 0.6159 0.2558 0.5616 0.398
H 0.2824 5.4580 0.3202 -0.2316 -0.0933 0.4927 0.329
H -2.8334 -0.0898 -4.4649 -0.1146 -0.2231 0.4728 0.281
H -0.0106 -0.9051 -4.1431 0.8584 0.5485 -0.2513 1.021
H 2.7506 2.0878 -2.7277 -0.1063 -0.2381 -0.6470 0.212
H 0.3026 -1.8376 3.1833 -0.2601 -0.2191 -0.0908 0.152
H -2.0090 2.8061 0.7919 -0.2262 -0.0186 -0.0403 0.047
H 1.8890 -4.3400 -3.9120 0.2488 0.6660 -0.2455 0.249
H -1.7944 0.3470 0.3582 -0.3188 -0.2155 -0.3090 -0.156
H -3.9628 0.1764 -3.0617 -0.7490 0.3993 -0.8859 0.389
H -1.4923 -5.0450 1.2307 0.1230 0.1711 0.0553 0.376
H -0.1088 -1.6615 5.7368 -0.0876 0.5984 0.0972 0.404
H 2.1651 -1.4481 -4.7664 -0.0872 -0.2178 0.9260 0.497
H 3.8588 -3.2985 -1.8680 -0.2359 0.3205 0.0740 0.381
H -2.8027 1.4718 -3.6349 -0.4372 -0.1651 0.1140 0.309
H -1.6525 2.2259 -1.5938 -0.1213 -0.0726 0.2330 0.596
H 0.8689 5.4570 2.0049 -0.2320 0.0389 -0.1112 0.352
H -2.2727 4.2974 1.7615 -0.2335 -0.1189 -0.0618 0.396
```
Positions in Å, forces in eV/Å.

Results
E_HOMO, Eh: -0.2742
Energy relative to the best compared isomer or geometry (same formula, charge and spin), kJ/mol: 363.6
Orbital gap, Ha: 0.2786
Largest force on an atom, hartree/bohr: 0.0813
LUMO energy, eV: 0.12